{
  "formula": "C5H2O",
  "method": "the ωB97M-V functional and the def2-TZVPD basis",
  "species": ["C", "C", "C", "C", "C", "O", "H", "H"],
  "coordinates": [[1.716320, 0.772853, -0.297536], [0.465228, 0.921456, 0.123784], [-2.011553, -0.088263, 0.342666], [2.394929, -0.227138, -0.377480], [-0.671035, 0.394615, 0.206660], [-2.908548, -0.028980, -0.449856], [-2.011645, -0.767043, 1.201797], [3.026306, -0.977503, -0.750034]],
  "forces_ev_per_a": [[2.16, -1.10, 0.30], [-6.79, -1.80, 0.46], [0.74, -1.33, 0.31], [1.41, 0.83, -0.97], [3.04, 3.51, -0.44], [-0.30, 0.52, -0.23], [-0.79, -0.03, 0.56], [0.54, -0.60, 0.01]],
  "smiles": "C#CC#CC=O",
  "total_energy_ev": -7258.8215,
  "de_lowest_ev": 1.6867,
  "orbital_gap_ha": 0.3370,
  "lumo_ev": -0.69
}

---

{
  "formula": "C19H46ClNO13S8",
  "method": "the ωB97M-V functional and the def2-TZVPD basis",
  "species": ["O", "C", "N", "C", "O", "S", "O", "O", "O", "C", "C", "C", "O", "Cl", "H", "H", "H", "H", "C", "S", "O", "C", "H", "H", "H", "H", "H", "H", "C", "S", "O", "C", "H", "H", "H", "H", "H", "H", "C", "S", "O", "C", "H", "H", "H", "H", "H", "H", "C", "S", "O", "C", "H", "H", "H", "H", "H", "H", "C", "S", "O", "C", "H", "H", "H", "H", "H", "H", "C", "S", "O", "C", "H", "H", "H", "H", "H", "H", "C", "S", "O", "C", "H", "H", "H", "H", "H", "H"],
  "coordinates": [[2.281270, -3.007734, 1.043337], [1.330269, -2.204023, 1.596224], [0.832178, -1.109792, 2.315042], [0.603644, 0.076151, 1.405793], [-0.787732, 0.197954, 0.875104], [-0.720634, 1.730433, 0.069708], [-1.893317, 1.985459, -0.950453], [-0.883312, 2.738779, 1.245368], [0.854966, 1.470248, -0.583162], [1.507693, 0.278293, 0.054467], [3.155405, 0.276779, 0.161381], [3.831823, 1.768902, 0.222681], [5.049879, 1.896815, -0.371901], [3.101442, 3.276159, 1.015846], [0.958303, 1.001060, 2.070446], [1.333513, -0.613813, -0.718177], [3.571869, -0.268201, -0.802479], [3.440214, -0.418976, 1.082895], [-0.242965, 2.540765, -6.177076], [1.009937, 3.164098, -5.030477], [1.909765, 2.016699, -4.678267], [-0.121147, 3.414507, -3.640993], [0.246282, 2.279349, -7.118328], [-0.722712, 1.652405, -5.759289], [-0.987976, 3.318207, -6.361281], [-0.608471, 2.471784, -3.381504], [-0.870350, 4.162603, -3.910541], [0.454464, 3.772533, -2.783946], [-1.701849, -5.152387, -1.744873], [-1.596082, -4.875282, 0.039790], [-0.561339, -3.814081, 0.270938], [-0.835642, -6.470085, 0.428451], [-2.120348, -4.257566, -2.211575], [-0.706204, -5.341897, -2.153118], [-2.357345, -6.003369, -1.943727], [0.105796, -6.577398, -0.115353], [-1.520324, -7.276824, 0.156434], [-0.639837, -6.509588, 1.502760], [-5.648009, 3.715615, -3.818449], [-3.998236, 2.974104, -3.780948], [-3.411185, 3.110254, -5.154666], [-4.568400, 1.266796, -3.600020], [-5.541751, 4.793233, -3.963728], [-6.228192, 3.294440, -4.643002], [-6.154170, 3.527609, -2.868795], [-5.215894, 0.998456, -4.438047], [-5.110960, 1.161158, -2.657640], [-3.696652, 0.608005, -3.590517], [-2.237735, 1.712615, 6.044753], [-1.130800, 1.758977, 4.614529], [0.273585, 1.634592, 5.126874], [-1.413378, 3.501760, 4.220096], [-2.195765, 0.713483, 6.484787], [-1.920100, 2.448907, 6.786960], [-3.260078, 1.922117, 5.721780], [-1.147271, 4.126337, 5.076038], [-2.463558, 3.651104, 3.958509], [-0.786819, 3.771308, 3.366393], [-5.078500, -8.315579, 2.321587], [-3.355680, -7.810374, 2.544421], [-2.495251, -8.821048, 1.845516], [-3.286682, -8.169697, 4.316100], [-5.337939, -8.210499, 1.265506], [-5.204056, -9.358187, 2.623402], [-5.727814, -7.671125, 2.918628], [-3.524052, -9.221239, 4.493463], [-3.996361, -7.530115, 4.846101], [-2.275584, -7.961283, 4.674271], [7.211009, -1.385288, 2.156826], [6.595992, -1.515919, 0.460451], [5.146169, -1.131136, 0.475409], [6.678652, -3.321013, 0.373698], [7.211716, -0.331804, 2.446359], [6.562252, -1.946494, 2.833619], [8.230806, -1.773842, 2.206103], [6.063245, -3.761390, 1.161662], [7.716450, -3.644490, 0.483002], [6.301791, -3.640124, -0.601076], [3.445879, 7.846424, -0.740887], [1.864565, 7.128650, -0.233696], [2.115990, 5.695399, 0.130781], [1.117444, 7.147766, -1.881169], [4.100383, 7.898179, 0.132385], [3.911732, 7.220891, -1.506117], [3.281350, 8.854283, -1.128880], [1.728508, 6.565957, -2.575175], [1.031261, 8.179221, -2.230858], [0.120969, 6.704037, -1.816485]],
  "forces_ev_per_a": [[-8.34, 6.26, 4.77], [6.05, 0.03, -1.02], [1.66, -4.90, -5.49], [2.15, 1.33, -0.03], [1.61, 2.04, -0.69], [-4.02, 2.25, 2.11], [5.44, -2.02, 3.17], [1.80, -3.50, -4.46], [-2.00, 0.13, 1.38], [-0.25, -2.27, -0.67], [-1.49, 0.92, -0.04], [6.93, -0.23, -3.27], [-8.23, -0.57, 4.08], [0.80, -2.68, -1.01], [-1.45, -1.85, -1.08], [-0.08, 1.79, 1.81], [-0.86, 1.58, 2.20], [-0.65, 1.95, -1.90], [0.00, -0.03, -0.09], [0.07, -0.44, 0.14], [-0.48, 0.43, -0.13], [0.00, -0.02, 0.08], [0.09, 0.07, 0.18], [0.06, 0.14, 0.05], [0.03, -0.08, 0.12], [0.07, 0.06, -0.07], [0.04, -0.09, -0.08], [0.07, -0.08, -0.14], [0.08, 0.07, -0.11], [0.37, 0.05, 0.05], [-0.34, -0.38, -0.17], [0.07, 0.06, -0.10], [0.05, -0.07, 0.17], [-0.05, 0.03, 0.12], [0.03, 0.06, 0.10], [-0.07, 0.15, 0.01], [0.03, 0.09, 0.12], [-0.11, 0.07, -0.17], [-0.10, 0.02, -0.12], [0.08, -0.03, -0.23], [-0.32, -0.09, 0.46], [-0.01, -0.10, -0.08], [0.11, -0.17, 0.03], [0.11, -0.01, 0.03], [0.11, 0.00, -0.04], [0.06, 0.12, 0.01], [0.11, 0.08, -0.04], [-0.04, 0.22, 0.03], [0.01, 0.01, 0.17], [0.38, 0.12, 0.05], [-0.64, 0.13, -0.15], [0.11, 0.15, 0.04], [0.07, 0.11, -0.15], [0.05, -0.04, -0.10], [0.10, -0.02, -0.05], [0.00, -0.15, 0.03], [0.08, -0.10, -0.02], [-0.10, -0.20, 0.13], [-0.06, -0.09, -0.04], [0.12, -0.38, -0.06], [-0.48, 0.33, 0.36], [0.05, -0.08, 0.07], [0.15, 0.03, 0.13], [0.11, 0.08, -0.02], [0.11, 0.00, -0.04], [0.02, 0.07, -0.12], [0.06, 0.00, -0.10], [-0.12, 0.01, -0.17], [-0.08, 0.03, 0.11], [-0.08, 0.01, 0.07], [1.37, -0.89, 0.26], [-0.11, -0.10, 0.02], [-0.04, -0.11, -0.17], [-0.01, 0.02, -0.12], [-0.08, 0.03, -0.09], [0.00, 0.12, -0.04], [-0.06, 0.11, -0.03], [0.04, 0.17, 0.12], [0.12, -0.05, -0.05], [0.11, -0.43, 0.05], [-0.19, 0.95, -0.37], [-0.02, -0.09, -0.11], [-0.19, -0.06, -0.06], [-0.10, -0.02, 0.08], [-0.06, -0.07, 0.06], [0.02, 0.01, 0.11], [0.02, -0.05, 0.09], [0.15, 0.05, 0.12]],
  "total_energy_ev": -147746.7710,
  "orbital_gap_ha": 0.3067,
  "lumo_ev": 0.08
}

---

{
  "formula": "C3H9NO2",
  "method": "the ωB97M-V functional and the def2-TZVPD basis",
  "species": ["C", "C", "O", "O", "H", "H", "H", "C", "N", "H", "H", "H", "H", "H", "H"],
  "coordinates": [[0.404943, -0.515380, 1.712015], [-0.733721, -1.064689, 0.861325], [-0.543137, -0.767891, -0.502384], [-1.691482, -1.686268, 1.145965], [1.395492, -0.717080, 1.309798], [0.317354, -1.105542, 2.637971], [0.320795, 0.576183, 1.925062], [1.490517, 2.049182, -1.096147], [0.407696, 1.245723, -1.677304], [0.709726, 0.641841, -2.402345], [0.197559, -0.235750, -0.604582], [-0.334308, 1.745367, -2.108661], [2.430883, 1.540160, -0.911850], [1.102219, 2.540280, -0.112412], [1.657007, 2.966579, -1.720674]],
  "forces_ev_per_a": [[-0.68, -0.43, 1.29], [1.61, 1.38, -3.51], [-2.74, -2.92, 2.49], [-0.81, -0.62, 1.34], [-0.13, 0.00, -0.35], [0.22, 0.61, 0.01], [-0.17, -0.87, -0.22], [-1.73, 2.93, 0.47], [1.28, -0.10, 0.66], [0.74, -0.64, -0.69], [1.95, 2.04, -0.56], [-0.58, 0.91, 0.19], [-0.21, -0.31, -0.11], [0.77, -1.21, -1.36], [0.48, -0.77, 0.35]],
  "smiles": "CC(=O)O.CN",
  "total_energy_ev": -8841.4838,
  "de_lowest_ev": 1.4714,
  "orbital_gap_ha": 0.3764,
  "lumo_ev": 0.69
}